# 1
Molecular formula: C40H74O13
Method: DFT, wB97M-V/def2-TZVPD

Summary:
* F_max: 3.5 eV Å⁻¹
* 2S+1: 2
* <S²>: 0.75
* total charge: +1
* highest occupied orbital energy (alpha / beta): -10.85 / -10.85 eV

CARTESIAN COORDINATES (ANGSTROEM)
O1 -1.289 -4.270 0.522
O2 -1.843 -0.639 -5.798
O3 -4.680 -0.743 -0.973
O4 -3.173 3.037 4.455
O5 -3.107 2.474 -3.517
O6 0.147 5.481 0.558
O7 -3.499 0.304 0.568
O8 4.639 3.480 -0.706
O9 0.332 -0.702 -1.079
O10 4.216 -1.781 1.873
O11 0.391 4.454 -1.432
O12 0.550 -5.369 -0.204
O13 0.902 -3.967 4.606
C1 -5.016 -2.061 -1.405
C2 -0.516 -4.535 -0.382
C3 -2.188 -0.326 -4.462
C4 -2.909 3.558 -1.471
C5 -1.854 -1.631 -3.798
C6 -4.087 -2.987 -0.598
C7 0.665 -1.013 0.302
C8 -3.274 2.146 5.582
C9 0.672 5.439 -0.559
C10 0.058 0.172 1.049
C11 4.566 2.074 -0.297
C12 -0.139 0.653 -1.244
C13 1.552 -2.823 5.103
C14 -1.956 1.067 3.886
C15 -4.407 2.389 -2.859
C16 -2.295 3.458 -2.837
C17 2.268 5.556 -2.274
C18 0.826 -1.604 4.577
C19 -0.067 -3.639 3.657
C20 4.027 -3.963 0.975
C21 4.176 -2.867 -0.096
C22 -2.144 1.164 5.426
C23 -2.609 2.346 3.348
C24 4.863 -1.704 0.629
C25 1.066 4.677 -2.629
C26 1.315 -5.543 -1.386
C27 -0.675 -2.163 -4.490
C28 -0.661 -1.331 -5.714
C29 -3.752 -0.704 -0.076
C30 -4.376 3.403 -1.708
C31 -0.643 -4.157 -1.840
C32 3.693 -3.110 2.144
C33 4.171 3.487 1.574
C34 4.607 2.069 1.204
C35 0.290 1.269 0.060
C36 -3.058 -1.999 -0.041
C37 1.710 6.413 -1.164
C38 -0.405 -2.224 4.004
C39 0.298 -5.220 -2.452
C40 4.883 4.305 0.473
H1 -1.664 -4.162 -2.221
H2 -0.991 0.028 1.310
H3 0.423 5.223 -3.319
H4 1.497 -2.844 6.192
H5 -0.862 -1.697 3.167
H6 5.944 -1.845 0.660
H7 -2.170 -1.836 -0.653
H8 5.437 1.597 -0.747
H9 -0.231 -6.114 -2.781
H10 -0.306 2.148 0.307
H11 4.410 5.274 0.314
H12 3.224 -2.611 -0.561
H13 -1.789 2.869 2.856
H14 1.405 -1.283 3.712
H15 2.566 -2.685 4.727
H16 -2.563 4.456 -0.960
H17 -5.321 2.554 -3.431
H18 1.176 7.299 -1.509
H19 -3.135 2.735 6.489
H20 -2.768 -2.221 -3.876
H21 -4.904 4.334 -1.917
H22 4.775 -0.690 0.237
H23 1.335 1.571 -0.010
H24 1.735 -1.040 0.509
H25 -1.262 3.109 -2.808
H26 -0.948 -4.281 3.675
H27 -1.215 0.620 -1.415
H28 0.611 0.364 1.968
H29 -4.756 -3.361 0.177
H30 4.721 -3.190 -0.984
H31 -3.211 2.055 2.487
H32 1.720 -6.541 -1.556
H33 4.060 1.274 1.709
H34 2.182 -4.882 -1.404
H35 0.441 -3.691 2.694
H36 0.688 -0.840 5.343
H37 -1.593 0.502 -4.078
H38 1.407 3.777 -3.142
H39 3.027 4.859 -1.919
H40 -2.535 2.657 -0.984
H41 -2.534 0.235 3.482
H42 -3.212 0.001 -4.281
H43 0.278 -2.048 -3.973
H44 -4.184 1.553 5.668
H45 0.827 -4.800 -3.308
H46 4.486 3.823 2.562
H47 5.655 1.862 1.420
H48 -1.224 -2.282 4.721
H49 4.971 -4.503 1.048
H50 0.300 1.105 -2.133
H51 3.105 3.649 1.415
H52 -0.809 -3.215 -4.739
H53 -2.352 4.452 -3.280
H54 -4.902 2.872 -0.915
H55 -1.188 1.501 5.827
H56 2.641 6.008 -3.193
H57 4.198 -3.574 2.992
H58 -2.777 -2.144 1.002
H59 -4.488 1.421 -2.366
H60 -4.735 -2.182 -2.452
H61 0.252 -0.746 -5.822
H62 3.215 -4.668 0.798
H63 -6.062 -2.284 -1.197
H64 0.242 -1.956 0.647
H65 5.941 4.496 0.651
H66 -0.597 -1.986 -6.583
H67 2.463 6.693 -0.426
H68 3.660 1.675 -0.754
H69 -2.299 0.172 5.851
H70 -1.587 -1.483 -2.752
H71 -3.555 -3.806 -1.083
H72 2.606 -3.038 2.184
H73 -0.911 1.055 3.578
H74 -0.247 -3.145 -1.930



# 2
Molecular formula: C40H75BCl30FNO6P
Method: DFT, wB97M-V/def2-TZVPD

Summary:
* F_max: 3.3 eV Å⁻¹
* total charge: +1
* highest occupied orbital energy: -11.34 eV

CARTESIAN COORDINATES (ANGSTROEM)
Cl1 -0.435 -2.569 5.837
Cl2 -2.233 0.853 5.733
Cl3 12.638 -5.128 -1.370
Cl4 1.445 14.366 2.107
Cl5 9.528 -3.074 -0.278
Cl6 -4.445 -8.670 -3.944
Cl7 -1.460 10.457 0.541
Cl8 8.282 -3.136 -2.916
Cl9 -7.305 3.804 -0.591
Cl10 2.886 3.164 -4.851
Cl11 12.097 -4.453 -4.254
Cl12 -6.061 -5.287 0.296
Cl13 -5.746 6.143 0.195
Cl14 -2.844 -4.233 5.715
Cl15 5.832 0.862 2.776
Cl16 14.305 -2.793 -0.875
Cl17 -4.121 -6.303 2.256
Cl18 -6.029 -6.475 -2.856
Cl19 -2.208 -7.862 -1.887
Cl20 13.021 1.613 1.624
Cl21 -8.368 -8.316 -0.448
Cl22 8.142 2.085 1.476
Cl23 -10.502 -7.124 -2.047
Cl24 1.292 11.838 3.555
Cl25 -3.019 8.060 1.130
Cl26 2.600 5.802 -3.625
Cl27 -0.022 -6.283 -2.975
Cl28 10.526 -6.844 -3.679
Cl29 11.987 -0.566 -0.021
Cl30 0.530 0.992 4.799
P1 1.958 4.307 1.240
F1 1.366 -0.295 -1.498
O1 -1.008 4.433 2.296
O2 -0.233 0.964 -3.738
O3 -1.462 5.322 0.165
O4 3.501 3.804 1.586
O5 -1.800 -0.564 -3.989
O6 3.071 1.585 -0.218
N1 -0.359 3.039 0.289
C1 11.979 -6.204 -4.458
C2 -0.198 -1.530 2.735
C3 2.095 5.798 0.094
C4 -2.121 -3.196 2.376
C5 4.318 -1.048 -1.730
C6 -5.752 -6.468 1.576
C7 -5.492 0.008 -1.529
C8 11.745 0.406 1.436
C9 -0.936 -2.428 1.678
C10 1.840 4.229 -3.906
C11 -2.699 2.277 -0.282
C12 -0.598 0.943 -0.954
C13 -5.677 -1.969 1.256
C14 -4.250 -1.711 1.858
C15 -6.854 0.355 -0.792
C16 4.851 0.390 -1.462
C17 13.394 -4.111 -0.135
C18 -1.548 8.702 0.383
C19 -0.543 1.069 6.204
C20 9.807 -3.079 -2.020
C21 -4.746 2.518 -1.922
C22 -1.152 0.057 -3.241
C23 -3.226 2.825 -1.680
C24 -1.170 2.108 -0.298
C25 1.710 1.770 -0.275
C26 1.020 2.921 0.334
C27 -8.802 -7.019 -1.574
C28 -1.626 -3.502 6.764
C29 -6.693 5.385 -1.091
C30 0.420 12.994 2.539
C31 -5.101 1.118 -2.572
C32 -1.407 -0.146 -1.691
C33 -3.481 -3.084 1.611
C34 -0.809 -7.863 -2.958
C35 -6.634 0.486 0.775
C36 -6.771 -0.880 1.542
C37 3.700 1.507 -1.534
C38 0.843 0.792 -0.918
C39 -5.387 -8.098 -2.570
C40 6.547 2.362 2.180
B1 -0.954 4.282 0.931
H1 5.209 0.401 -0.403
H2 3.008 6.387 0.320
H3 -5.093 3.301 -2.646
H4 0.910 4.379 -4.446
H5 11.941 -6.432 -5.518
H6 -7.276 1.310 -1.173
H7 -2.545 2.377 -2.447
H8 -4.708 -0.230 -0.775
H9 -7.534 6.026 -1.335
H10 -3.244 -3.147 0.515
H11 -1.039 -1.168 -1.446
H12 0.742 -1.097 2.297
H13 -1.138 -8.104 -3.964
H14 -5.683 -0.926 -2.123
H15 -4.116 -3.949 1.953
H16 -8.629 -6.062 -1.091
H17 0.100 12.493 1.628
H18 6.645 3.058 3.006
H19 -1.810 -4.274 2.409
H20 -1.110 -4.291 7.303
H21 -3.137 1.254 -0.153
H22 3.461 2.881 1.901
H23 -5.632 -2.189 0.166
H24 -4.288 0.734 -3.243
H25 -6.008 1.303 -3.200
H26 -0.267 0.281 6.898
H27 5.711 0.633 -2.128
H28 0.541 0.474 -4.057
H29 -5.355 2.669 -0.988
H30 14.069 -4.723 0.455
H31 1.638 3.759 -2.946
H32 -0.445 13.358 3.083
H33 -2.182 -2.885 3.448
H34 3.721 -1.412 -0.854
H35 -6.060 5.256 -1.964
H36 -3.070 3.927 -1.680
H37 -2.504 -0.081 -1.568
H38 -6.034 -2.906 1.760
H39 0.125 -2.089 3.660
H40 -6.472 -6.316 2.374
H41 -0.432 2.037 6.680
H42 12.622 -3.690 0.504
H43 -4.750 -8.073 -1.692
H44 -8.183 -7.102 -2.461
H45 2.992 1.329 -2.372
H46 -4.255 -1.550 2.962
H47 1.969 5.524 -0.974
H48 -0.684 8.261 0.872
H49 5.895 2.780 1.419
H50 4.244 2.457 -1.786
H51 -2.121 -2.838 7.465
H52 1.223 6.440 0.383
H53 10.398 -3.947 -2.277
H54 -7.438 1.147 1.191
H55 -1.335 -1.820 0.826
H56 -0.490 3.743 2.736
H57 10.341 -2.173 -2.293
H58 -3.091 2.878 0.567
H59 -6.782 -0.682 2.638
H60 12.852 -6.669 -4.010
H61 -6.217 -8.780 -2.405
H62 5.136 -1.800 -1.857
H63 -7.747 -1.361 1.284
H64 -2.156 5.714 0.729
H65 3.627 -1.086 -2.604
H66 -3.693 -0.927 1.295
H67 11.749 -0.249 2.302
H68 -5.867 -7.464 1.161
H69 -0.169 -3.130 1.253
H70 -5.664 0.985 1.004
H71 -7.628 -0.444 -0.916
H72 10.787 0.912 1.361
H73 -1.547 8.443 -0.671
H74 -0.911 -0.721 3.028
H75 -0.100 -8.607 -2.611



# 3
Molecular formula: C40H76Cl29NO5S
Method: DFT, wB97M-V/def2-TZVPD

Summary:
* F_max: 7.6 eV Å⁻¹
* total charge: 0
* highest occupied orbital energy: -9.97 eV

CARTESIAN COORDINATES (ANGSTROEM)
Cl1 -0.533 -4.344 -9.249
Cl2 0.035 6.256 4.530
Cl3 0.664 -6.481 3.585
Cl4 -5.624 3.581 8.274
Cl5 3.773 0.907 -5.766
Cl6 0.057 -3.304 3.886
Cl7 -1.714 4.000 -2.261
Cl8 -2.216 -1.004 -9.699
Cl9 -1.827 6.910 -4.029
Cl10 6.248 -6.037 -6.632
Cl11 -5.306 -0.702 7.968
Cl12 -2.843 7.373 7.828
Cl13 -3.384 5.038 3.659
Cl14 -0.605 -3.053 -1.724
Cl15 -2.100 8.025 2.549
Cl16 3.522 -9.885 -5.329
Cl17 -1.708 2.085 3.467
Cl18 0.633 -6.441 6.988
Cl19 6.847 -5.337 -3.358
Cl20 2.248 -3.841 -0.040
Cl21 -5.043 13.008 6.944
Cl22 0.355 6.394 8.500
Cl23 -2.378 -5.591 -6.661
Cl24 -4.331 10.109 5.299
Cl25 1.791 -6.952 -5.244
Cl26 -8.482 0.311 7.298
Cl27 -2.803 2.738 9.981
Cl28 -0.326 0.204 -12.266
Cl29 -2.787 -2.531 2.183
S1 3.526 4.095 -5.605
O1 4.509 3.147 -4.704
O2 1.141 1.895 -3.948
O3 3.424 3.779 -6.977
O4 3.727 5.475 -5.364
O5 2.065 3.766 -4.895
N1 0.476 1.121 -6.117
C1 -0.455 -4.154 -0.328
C2 3.538 -2.315 -3.332
C3 4.445 1.221 -3.205
C4 -6.810 -1.587 8.331
C5 -2.369 4.475 2.311
C6 7.301 -6.821 -4.233
C7 -2.459 2.981 2.120
C8 1.854 -7.203 5.937
C9 -0.829 1.083 -10.800
C10 -4.452 2.880 10.643
C11 2.269 -0.461 -2.105
C12 -2.640 -3.623 3.586
C13 2.771 -3.679 -3.481
C14 3.317 -1.617 -1.933
C15 -1.584 -3.162 4.561
C16 0.603 -3.697 0.644
C17 3.978 1.494 -1.745
C18 2.614 0.844 -1.349
C19 2.820 -7.552 -6.570
C20 -2.074 4.187 -3.998
C21 3.675 2.008 -4.320
C22 2.322 2.680 -3.985
C23 -0.891 0.186 -9.589
C24 2.077 -6.422 4.665
C25 -1.067 -4.385 -6.564
C26 -0.154 8.027 4.468
C27 -5.502 2.451 9.647
C28 7.661 -6.544 -5.672
C29 -1.031 -3.481 -7.772
C30 2.756 -9.052 -6.708
C31 0.679 1.655 -5.174
C32 3.130 -5.791 -2.057
C33 -4.436 10.342 7.061
C34 -2.206 5.705 7.816
C35 -1.295 5.319 -4.624
C36 3.759 -4.882 -3.203
C37 -1.141 5.496 8.866
C38 -1.579 8.445 4.199
C39 -7.868 -1.360 7.280
C40 -5.488 11.355 7.441
H1 2.301 -5.376 4.872
H2 -1.997 -3.024 -7.960
H3 4.277 -1.194 -1.570
H4 -1.485 5.804 9.851
H5 -3.452 10.633 7.423
H6 -1.737 -2.126 4.859
H7 3.836 -7.209 -6.388
H8 -7.492 -1.572 6.281
H9 -0.873 4.443 8.912
H10 4.626 -2.492 -3.473
H11 4.744 -4.545 -2.824
H12 -7.153 -1.278 9.316
H13 8.050 -7.450 -6.134
H14 -1.446 5.317 -5.703
H15 3.951 2.595 -1.586
H16 -5.608 11.373 8.524
H17 -0.127 -4.920 -6.437
H18 3.714 -6.731 -2.060
H19 -2.428 -4.623 3.211
H20 0.576 -4.319 1.535
H21 1.851 -3.745 -2.880
H22 -2.273 7.980 4.896
H23 -0.228 5.225 -4.430
H24 2.006 -0.274 -3.165
H25 -1.928 2.692 1.213
H26 0.040 -0.360 -9.447
H27 -4.496 2.240 11.524
H28 0.526 8.411 3.709
H29 -6.480 2.431 10.128
H30 2.780 -7.248 6.509
H31 -1.615 -3.782 5.456
H32 -3.612 -3.640 4.077
H33 -1.832 5.494 6.816
H34 1.531 -8.221 5.729
H35 2.915 -6.847 4.113
H36 -1.809 3.245 -4.479
H37 4.791 1.140 -1.079
H38 8.158 -7.247 -3.713
H39 6.471 -7.522 -4.156
H40 -3.492 2.650 2.030
H41 1.323 -0.839 -1.651
H42 -4.601 3.909 10.963
H43 -3.147 4.333 -4.104
H44 2.514 -3.766 -4.560
H45 -0.303 -2.686 -7.610
H46 0.165 8.413 5.437
H47 4.459 0.163 -3.497
H48 -0.245 -5.153 -0.709
H49 -1.425 -4.171 0.166
H50 3.294 -9.362 -7.603
H51 -1.346 4.793 2.505
H52 8.419 -5.768 -5.753
H53 -6.451 11.118 6.994
H54 1.818 1.601 -1.528
H55 3.227 -5.233 -1.094
H56 -6.551 -2.644 8.375
H57 2.396 3.206 -3.015
H58 -4.685 9.373 7.492
H59 -5.296 1.459 9.248
H60 -8.720 -2.014 7.469
H61 -1.076 0.783 -8.696
H62 -1.672 9.525 4.295
H63 1.730 -9.404 -6.788
H64 3.225 -1.671 -4.175
H65 -1.791 1.551 -11.000
H66 -2.722 4.984 1.415
H67 2.063 -5.944 -2.304
H68 -0.094 1.871 -10.636
H69 -3.049 5.043 8.011
H70 2.970 -2.391 -1.237
H71 2.460 -7.081 -7.485
H72 -1.249 -3.795 -5.667
H73 2.612 0.701 -0.248
H74 3.949 -5.498 -4.097
H75 0.450 -2.663 0.946
H76 5.499 1.568 -3.268



- Which value of total charge does entry 2 give?
  +1



- Which formula does entry 1 have?
  C40H74O13